[1]
Molecular formula: C40H52FN8O7PSY
Method: DFT, ωB97M-V with the def2-TZVPD basis set

```
111
Properties=species:S:1:pos:R:3:mulliken_charge:R:1
Y 0.144 -0.608 0.994 -0.873
S -1.266 -3.068 -3.054 -0.468
P -0.709 1.739 -1.897 -2.261
F 0.203 -6.808 1.853 -0.367
O 1.631 -1.491 -0.616 -0.717
O 3.063 -5.279 -2.419 -0.660
O -0.405 1.106 2.030 0.297
O -0.363 0.824 -0.774 1.377
O 1.660 -2.396 1.391 -0.533
O -0.319 -1.552 3.112 -0.790
O 0.295 -8.331 -0.500 -0.668
N 0.485 1.624 -3.027 1.058
N -0.818 3.353 -1.556 -0.118
N 1.635 -6.742 -1.438 -0.021
N -2.027 -0.966 0.986 0.760
N 2.253 -4.793 -0.336 0.452
N -2.201 1.377 -2.462 1.191
N -2.368 -0.186 2.119 -0.934
N -0.936 -3.461 -0.497 0.340
C -4.213 1.516 -3.644 -0.790
C -1.602 0.787 2.490 1.081
C 4.062 0.641 -1.642 -1.449
C -2.125 1.627 3.605 0.247
C 2.984 1.894 0.247 0.289
C -3.056 3.221 5.695 -0.420
C -1.720 3.264 5.329 -0.784
C -2.763 1.985 -3.666 -0.487
C 3.717 0.795 -0.187 0.645
C -2.065 -2.954 2.351 -1.536
C 2.014 -2.385 0.171 2.172
C -2.210 -2.277 1.123 1.539
C 1.554 -5.235 0.762 -0.724
C -1.091 -2.543 3.280 1.120
C -4.085 0.103 -3.083 -0.901
C 2.363 -5.566 -1.477 0.406
C 1.568 0.375 -4.711 -0.726
C 3.739 -0.052 2.082 0.604
C 2.908 -3.491 -0.365 -1.940
C -3.015 0.234 -2.003 0.928
C -3.467 1.586 3.977 -0.454
C -3.928 2.378 5.014 -0.748
C -1.258 2.473 4.286 -0.297
C 4.151 -1.101 3.077 -1.705
C 4.109 -0.154 0.747 -0.313
C 0.827 0.219 -3.393 0.558
C 0.868 -7.264 -0.406 0.205
C -0.848 -3.390 4.505 -1.566
C -1.371 4.782 0.280 -0.330
C -2.316 -3.101 -0.123 -1.451
C 0.584 2.498 -4.207 -0.769
C 1.893 3.274 2.053 -1.541
C -0.359 -3.611 -1.724 -0.460
C 2.988 1.050 2.483 -1.021
C -0.190 5.355 -0.497 -0.994
C 0.848 1.546 -5.374 -0.777
C -1.944 3.718 -0.657 -0.215
C 0.378 4.123 -1.187 0.932
C 0.886 -6.396 0.763 0.656
C 2.629 2.051 1.583 1.160
H -3.419 3.839 6.506 0.377
H 2.126 3.488 3.097 0.517
H 0.969 4.363 -2.071 0.221
H -4.973 2.340 5.295 0.405
H 1.410 -0.254 -2.606 -0.705
H 4.127 -2.093 2.629 0.219
H -2.866 -4.020 0.105 0.479
H 3.321 1.143 -2.264 0.003
H 1.547 -4.572 1.616 0.742
H 5.165 -0.913 3.439 0.402
H 1.007 3.562 -0.490 -1.414
H -4.128 0.919 3.443 0.442
H -2.264 1.609 -4.569 0.088
H -0.320 3.091 -4.344 0.269
H -1.026 4.316 1.205 -0.187
H 3.479 -1.110 3.934 0.341
H -2.654 3.072 -3.645 0.391
H -2.787 -2.597 -0.962 0.305
H 1.669 -7.289 -2.288 0.235
H -2.415 -0.670 -1.933 -0.992
H -2.114 5.534 0.541 0.479
H 1.420 3.196 -4.086 0.333
H 2.616 0.631 -4.536 0.245
H 0.018 -4.030 4.327 0.264
H -0.076 -0.388 -3.526 0.020
H -4.789 2.141 -2.958 0.285
H -2.305 2.851 -0.102 0.069
H 2.694 2.644 -0.481 0.515
H -5.021 -0.284 -2.683 0.488
H 3.839 -3.515 0.213 0.086
H -1.702 -4.021 4.748 0.449
H -4.681 1.558 -4.628 0.423
H 4.084 -0.409 -1.928 0.203
H -0.537 6.074 -1.244 0.345
H 3.126 -3.289 -1.411 0.367
H 1.433 2.021 -6.161 0.471
H -0.218 2.494 3.991 0.299
H -1.033 3.915 5.857 0.417
H 4.681 -1.016 0.417 0.546
H -3.737 -0.590 -3.853 0.276
H -2.494 -3.941 2.466 0.300
H -0.612 -2.740 5.346 0.318
H 0.816 3.113 1.977 -0.252
H -3.438 0.451 -1.021 0.167
H -2.774 4.104 -1.254 0.390
H 0.546 5.847 0.138 0.424
H -0.094 1.205 -5.808 0.246
H 2.162 4.146 1.457 0.383
H -0.458 -3.923 0.271 -0.137
H 2.711 1.148 3.527 0.267
H 1.532 -0.542 -5.296 0.463
H 5.040 1.077 -1.861 0.503
```

- max |F| (eV/Å) = 2.2
- gap between HOMO and LUMO (eV) = 5.108
- M (u) = 927.9
- highest occupied orbital energy (eV) = -2.87
- energy above the lowest of the compared OMol25 structures with the same formula, charge and spin (kcal/mol) = 92.3
- E_LUMO (eV) = 2.24
- 2S+1 = 1
- charge = -1

=====

[2]
Molecular formula: C40H52N2O3P2RuS2Se2
Method: DFT, ωB97M-V with the def2-TZVPD basis set

```
104
Properties=species:S:1:pos:R:3:lowdin_spin:R:1
Ru 0.148 -0.836 -0.022 3.797
Se 0.601 -1.948 2.486 0.210
Se -1.616 -2.744 -0.281 0.270
S 4.922 -1.192 0.656 0.022
S 2.830 0.281 2.240 0.019
P -0.786 2.703 -0.451 0.017
P -1.196 -3.034 1.933 0.036
O 4.534 -3.176 -2.725 0.001
O 0.774 -1.091 -1.919 0.241
O -0.415 1.243 -0.264 0.123
N 2.919 -1.439 -1.254 0.035
N 2.360 -0.950 -0.067 0.103
C -0.777 -7.600 2.073 0.002
C 0.288 -5.399 1.815 0.004
C 4.564 0.727 2.460 0.002
C 0.700 3.718 -1.084 0.003
C 0.387 -6.811 1.865 0.000
C 3.718 3.033 -0.675 0.000
C 1.616 -1.883 -4.504 0.000
C 2.763 2.230 -1.632 0.000
C -1.308 1.733 -4.018 0.000
C 3.692 -3.553 -4.911 0.001
C -1.940 -6.952 2.477 0.000
C -2.660 -2.423 2.891 0.003
C -2.082 -5.540 2.412 0.004
C 3.236 -0.658 0.820 0.041
C -4.746 -1.417 4.409 0.000
C -3.459 -1.507 4.919 0.000
C -0.431 3.321 2.145 0.000
C 1.614 4.494 -0.141 0.000
C 2.417 -2.150 -3.431 0.006
C 1.995 -1.488 -2.151 0.015
C -3.900 -2.237 2.310 0.004
C -2.088 2.884 -1.817 0.004
C -1.361 3.631 1.008 0.003
C -2.429 -2.022 4.172 0.003
C -0.659 1.938 2.796 0.001
C 2.756 3.669 0.420 0.000
C -2.744 0.446 -2.418 0.002
C 5.432 -0.467 2.268 0.003
C -0.907 -4.816 2.127 0.010
C -2.803 3.502 1.594 0.000
C 1.548 2.971 -2.154 0.000
C 1.795 -2.386 -5.752 0.001
C 3.580 -2.909 -3.647 -0.001
C -2.450 0.748 -3.877 0.000
C -5.012 -1.729 3.079 0.000
C 2.878 -3.249 -5.953 -0.002
C -2.077 1.867 3.447 0.000
C -1.645 3.043 -3.315 0.000
C -3.125 1.762 -1.732 0.000
C -3.039 2.184 2.254 0.000
H -1.192 4.579 0.652 0.000
H 4.722 1.243 3.379 0.000
H -1.466 -2.099 4.648 0.004
H 4.588 -4.175 -5.050 0.000
H 2.425 2.877 1.038 0.000
H -5.572 -1.078 5.043 0.000
H -0.414 1.155 2.114 0.002
H -1.119 2.012 -5.078 0.000
H 4.241 -2.674 -1.908 0.000
H 0.866 2.310 -2.716 0.000
H 0.088 1.802 3.610 0.000
H -3.225 1.556 -0.662 0.000
H -4.120 2.021 2.514 0.000
H 2.129 5.179 -0.821 0.000
H -2.055 2.659 4.212 0.000
H -0.659 4.029 2.919 0.000
H 5.284 -1.184 3.046 0.000
H -2.237 0.889 3.899 0.000
H -3.619 3.746 0.926 0.000
H 2.352 1.422 -1.082 0.000
H -2.561 3.395 -3.829 0.000
H -2.994 4.278 2.281 0.000
H -1.980 -0.066 -1.816 0.002
H -0.708 -8.673 2.015 0.000
H 4.496 2.387 -0.253 0.000
H -2.719 1.370 1.575 0.000
H 4.753 1.507 1.681 0.000
H -0.871 3.764 -3.584 0.000
H 0.209 4.530 -1.665 0.000
H 3.052 -3.721 -6.910 0.000
H 0.728 -1.291 -4.335 0.001
H 1.028 -2.225 -6.512 0.000
H -3.584 -0.227 -2.337 0.000
H -2.949 -4.962 2.635 0.000
H 0.665 3.456 2.032 0.000
H 3.396 4.269 1.054 0.000
H 1.126 -4.744 1.687 0.001
H 1.078 5.010 0.664 0.000
H -3.358 1.159 -4.362 0.000
H 3.321 1.768 -2.434 0.000
H -0.342 1.271 -3.679 0.000
H -4.104 2.175 -2.162 0.000
H -6.047 -1.686 2.675 0.000
H -2.599 3.760 -1.531 0.000
H -2.779 -7.524 2.903 0.000
H -2.224 -0.216 -4.384 0.000
H 1.366 -7.250 1.670 0.000
H -4.002 -2.586 1.294 0.005
H 4.091 3.850 -1.207 0.000
H 6.499 -0.114 2.168 0.000
H -3.276 -1.219 5.940 0.000
H 1.857 3.760 -2.838 0.000
```

- max |F| (eV/Å) = 3.7
- gap between HOMO and LUMO (alpha / beta) (eV) = 8.066 / 6.044
- M (u) = 993.9
- highest occupied orbital energy (alpha / beta) (eV) = -10.17 / -10.15
- energy above the lowest of the compared OMol25 structures with the same formula, charge and spin (kcal/mol) = 0.0
- E_LUMO (alpha / beta) (eV) = -2.10 / -4.10
- expectation value of S² = 8.76
- 2S+1 = 6
- charge = +1